Formula: C11H17Cl2O5PS
Source: OMol25
Level of theory: the ωB97M-V functional and the def2-TZVPD basis

The value obtained for the frontier orbital gap is 9.68 eV. Its energy relative to the best compared isomer or geometry (same formula, charge and spin) is 0.0 kcal/mol. For the highest occupied orbital energy, the calculation gives -9.38 eV.

```
37
Properties=species:S:1:pos:R:3:forces:R:3:lowdin_charge:R:1
Cl 4.4887 -0.4515 1.4971 0.0 0.1 0.1 0.763
Cl 2.5427 2.3903 -2.0217 0.0 0.0 0.0 0.270
S -3.3055 0.0224 -0.2224 -0.1 0.1 -0.1 0.651
P 4.0441 2.7728 -0.6851 0.0 0.0 -0.3 0.611
O 4.3864 -0.0529 -1.1682 -0.6 0.5 0.5 -0.072
O 6.1769 1.2179 -0.6778 0.2 -0.1 0.2 0.079
O -3.2161 -1.3487 0.2099 0.1 0.0 0.0 -0.319
O 3.2148 2.4934 0.6934 0.0 -0.1 0.1 -0.393
O -2.2081 0.6489 -0.9140 0.1 -0.1 0.0 -0.326
C 5.8164 -3.0932 -0.5870 -0.6 -0.3 0.0 0.157
C -5.8632 0.5875 -0.1189 0.1 0.0 0.1 -0.221
C -4.8132 0.2294 -1.1658 -0.2 0.0 0.0 -0.230
C 2.7195 -1.5468 -0.2919 0.2 0.1 0.4 -0.182
C 1.6325 -0.5446 0.0930 -0.3 -0.3 -0.1 -0.252
C 4.9984 1.1332 -0.8315 0.2 0.0 -0.3 -0.682
C 4.1597 -1.0542 -0.1769 0.2 -0.4 -0.4 -0.769
C 0.4243 -1.2458 0.7313 0.3 0.0 -0.1 -0.083
C -3.8053 1.0375 1.1769 -0.2 0.2 0.1 -0.217
C -5.1902 1.5951 0.8238 0.0 0.0 0.0 -0.214
C 5.0793 -2.1695 -0.3988 0.3 0.1 0.0 -0.124
H -6.7587 1.0000 -0.5806 0.0 0.0 0.0 0.114
H -3.8357 0.3889 2.0499 0.0 -0.1 0.0 0.105
H -0.4926 -0.7188 0.4917 -0.1 0.0 0.1 0.034
H -5.0194 -0.6917 -1.7052 0.1 0.0 0.0 0.108
H 2.0244 0.1944 0.7844 0.0 0.2 -0.1 0.065
H 6.2611 -4.0441 -0.7494 0.4 0.1 0.0 0.038
H 0.5380 -1.3037 1.8131 0.0 0.0 0.1 0.077
H -5.0827 2.5545 0.3146 0.0 0.0 0.0 0.117
H -4.6488 1.0477 -1.8661 0.0 0.0 0.0 0.108
H 2.6066 -1.8862 -1.3204 0.0 0.0 -0.1 0.136
H 1.2996 -0.0287 -0.8030 0.1 0.2 0.0 0.084
H -6.1527 -0.3067 0.4368 0.0 0.0 0.0 0.119
H 2.6609 -2.4338 0.3395 0.0 0.0 0.1 0.121
H -3.0602 1.8158 1.3189 0.1 -0.1 0.0 0.103
H 0.3408 -2.2684 0.3660 -0.2 0.0 -0.1 0.076
H -5.7816 1.7655 1.7219 0.0 0.0 0.0 0.113
H 3.8188 2.2941 1.4227 -0.1 0.0 0.1 0.037
```
Positions in Å, forces in eV/Å.